P.
The following is a quantum chemistry calculation of a structure of composition C29H27N5NiO2S, from the OMol25 dataset.

The geometry in XYZ format:
```
65
Properties=species:S:1:pos:R:3:lowdin_spin:R:1
Ni 0.0233 0.1630 0.5250 1.73
O 0.0931 -1.4620 -0.6170 0.04
C 0.9955 -2.3887 -0.5350 0.00
C 1.1779 -3.2633 -1.6379 0.00
C 2.1106 -4.2709 -1.6266 0.00
C 2.9297 -4.4844 -0.5088 0.00
C 2.7667 -3.6651 0.5825 0.00
C 1.8301 -2.6160 0.6023 0.00
C 1.7745 -1.8204 1.8105 0.00
N 1.0979 -0.7547 1.9649 0.05
C 1.1937 0.0270 3.1916 0.00
C -0.0825 0.8495 3.3566 0.00
N -0.4757 1.3686 2.0524 0.05
C -1.0736 2.4915 1.9430 0.00
C -1.6200 3.0360 0.7246 0.00
C -2.2246 4.3054 0.8129 0.00
C -2.8409 4.9003 -0.2568 0.00
C -2.8642 4.2076 -1.4789 0.00
C -2.2858 2.9708 -1.6033 0.00
C -1.6332 2.3257 -0.5160 0.00
O -1.1365 1.1504 -0.7059 0.05
H 0.5471 -3.0946 -2.5022 0.00
H 2.2128 -4.9093 -2.4966 0.00
H 3.6575 -5.2840 -0.4978 0.00
H 3.3760 -3.8209 1.4672 0.00
H 2.3932 -2.1824 2.6392 0.00
H 2.0508 0.7008 3.0949 0.00
H 1.3484 -0.6122 4.0638 0.00
H 0.0652 1.6535 4.0832 0.00
H -0.8820 0.1972 3.7173 0.00
H -1.2250 3.0964 2.8439 0.00
H -2.2014 4.8144 1.7718 0.00
H -3.2985 5.8753 -0.1637 0.00
H -3.3459 4.6568 -2.3397 0.00
H -2.3015 2.4375 -2.5462 0.00
C -3.0861 -1.0527 -1.5595 0.00
C -3.2437 -0.7379 -0.1118 0.00
C -4.0333 0.2406 0.4056 0.00
C -3.9815 0.4556 1.7997 0.00
N -3.2830 -0.2986 2.6238 0.00
C -2.5651 -1.3423 2.1310 0.00
S -1.7225 -2.4247 3.0791 0.00
N -2.5205 -1.4832 0.7574 0.01
C -4.7367 1.6059 2.3910 0.00
H -3.7174 -0.4039 -2.1615 0.00
H -3.3523 -2.0937 -1.7529 0.00
H -2.0410 -0.8987 -1.8338 0.00
H -4.6177 0.8796 -0.2400 0.00
H -1.8909 -2.1911 0.3984 0.00
H -5.8002 1.5192 2.1608 0.00
H -4.3821 2.5413 1.9514 0.00
H -4.5999 1.6272 3.4691 0.00
N 1.8887 0.9265 -0.3264 0.03
C 2.7035 0.5884 -1.0592 0.01
C 3.7048 0.1465 -1.9855 0.00
C 4.2384 -1.1345 -1.8451 0.00
C 5.1878 -1.5711 -2.7529 0.00
C 5.6003 -0.7398 -3.7854 0.00
C 5.0659 0.5357 -3.9192 0.00
C 4.1148 0.9855 -3.0208 0.00
H 3.9009 -1.7774 -1.0418 0.00
H 5.6012 -2.5659 -2.6534 0.00
H 6.3422 -1.0876 -4.4927 0.00
H 5.3890 1.1788 -4.7267 0.00
H 3.6836 1.9733 -3.1140 0.00
```

The total charge is 0. For the molecular weight, the calculation gives 568.328 g/mol. The spin multiplicity is 3.

=====

Q.
The following is a quantum chemistry calculation of a structure of composition C29H27N5NiO2S, from the OMol25 dataset.

The geometry in XYZ format:
```
65
Properties=species:S:1:pos:R:3:lowdin_spin:R:1
Ni 0.1793 -0.2031 0.4321 1.72
O 0.9465 1.6120 0.1859 0.05
C 0.4600 2.6714 0.7377 0.00
C 1.3351 3.7288 1.1075 0.00
C 0.8721 4.9207 1.6111 0.00
C -0.4989 5.1544 1.7787 0.00
C -1.3733 4.1440 1.4504 0.00
C -0.9311 2.9029 0.9688 0.00
C -1.9332 1.9043 0.6579 0.00
N -1.6794 0.6703 0.4833 0.04
C -2.6930 -0.2501 0.0010 0.00
C -2.1323 -0.8785 -1.2732 0.00
N -0.7509 -1.2649 -1.0097 0.05
C -0.2152 -2.1855 -1.7263 0.01
C 1.1434 -2.6337 -1.6260 0.00
C 1.5710 -3.5884 -2.5698 0.00
C 2.8384 -4.1072 -2.5555 0.00
C 3.7232 -3.6764 -1.5532 0.00
C 3.3400 -2.7579 -0.6116 0.00
C 2.0379 -2.1888 -0.6069 0.00
O 1.7418 -1.3310 0.3144 0.06
H 2.3969 3.5550 0.9797 0.00
H 1.5832 5.6933 1.8807 0.00
H -0.8585 6.1008 2.1584 0.00
H -2.4424 4.2956 1.5678 0.00
H -2.9666 2.2581 0.5587 0.00
H -2.8457 -1.0245 0.7579 0.00
H -3.6468 0.2510 -0.1910 0.00
H -2.7374 -1.7331 -1.5872 0.00
H -2.1405 -0.1375 -2.0793 0.00
H -0.8319 -2.6902 -2.4736 0.00
H 0.8658 -3.8982 -3.3336 0.00
H 3.1515 -4.8305 -3.2954 0.00
H 4.7291 -4.0791 -1.5209 0.00
H 4.0196 -2.4301 0.1646 0.00
C 2.8491 2.9128 -2.0608 0.00
C 1.4423 2.6990 -2.5005 0.00
C 0.4130 3.5753 -2.3125 0.00
C -0.8764 3.1386 -2.6717 0.00
N -1.1180 1.9918 -3.2735 0.00
C -0.0840 1.1742 -3.5881 0.00
S -0.2198 -0.2428 -4.4499 0.00
N 1.1651 1.5367 -3.1202 0.00
C -2.0728 3.9858 -2.3564 0.00
H 2.9589 3.8920 -1.6020 0.00
H 3.5332 2.8368 -2.9077 0.00
H 3.1049 2.1479 -1.3256 0.00
H 0.5720 4.5154 -1.8069 0.00
H 1.8935 0.8519 -3.2744 0.00
H -1.7945 4.9190 -1.8707 0.00
H -2.7424 3.4290 -1.6992 0.00
H -2.6235 4.1959 -3.2731 0.00
N 0.4802 0.1461 2.5891 0.02
C 0.7276 0.9411 3.3773 0.01
C 1.0597 1.9552 4.3358 0.00
C 0.1104 2.9137 4.6783 0.00
C 0.4508 3.9121 5.5745 0.00
C 1.7258 3.9503 6.1213 0.00
C 2.6692 2.9904 5.7765 0.00
C 2.3416 1.9877 4.8816 0.00
H -0.8717 2.8811 4.2276 0.00
H -0.2777 4.6664 5.8396 0.00
H 1.9879 4.7343 6.8198 0.00
H 3.6619 3.0253 6.2044 0.00
H 3.0651 1.2366 4.5950 0.00
```

The total charge is 0. For the molecular weight, the calculation gives 568.328 g/mol. The spin multiplicity is 3.

=====

Stability, highest: P

=====

P.
The following is a quantum chemistry calculation of an isolated molecule of C8H15NO4S, from the OMol25 dataset.

The geometry in XYZ format:
```
29
Properties=species:S:1:pos:R:3:nbo_charge:R:1
C -3.0813 2.4604 -0.5391 -0.34
C -2.1939 1.5515 -0.9179 -0.23
C 1.2125 -0.5584 -0.6476 -0.13
C -0.0419 -1.0112 -0.6854 -0.17
C -0.2963 -0.4471 1.7518 -0.39
C -2.2081 -1.2228 0.4921 -0.40
C -1.1471 1.1083 0.0999 -0.24
C 2.4829 -0.8085 -1.6141 -0.09
N -0.9262 -0.3601 0.3050 -0.23
O 5.2822 -0.3283 0.5113 -0.94
O 3.1021 -1.5288 0.7854 -0.99
O 3.1362 0.8424 0.9350 -1.03
O 3.6003 -0.1557 -1.2635 -0.69
S 3.8292 -0.3541 0.4307 2.53
H -3.6974 2.9971 -1.2306 0.21
H -3.1825 2.8710 0.4125 0.19
H -2.2628 1.2675 -2.0072 0.23
H 1.4499 0.3012 0.0422 0.26
H 0.7022 -0.0888 1.6813 0.26
H -0.8734 0.2760 2.4190 0.20
H -0.1872 -1.3575 2.2038 0.23
H -2.8957 -1.0505 -0.2173 0.21
H -1.9962 -2.3429 0.4816 0.24
H -2.6992 -1.0276 1.4825 0.23
H -1.3863 1.5587 0.9649 0.21
H -0.1158 1.3885 -0.2306 0.26
H 2.6226 -1.9078 -1.7379 0.19
H 2.3086 -0.3541 -2.6340 0.20
H -0.5374 -1.7184 -1.2738 0.22
```

Its SMILES is C=CC[N+](C)(C)/C=C/COS(=O)(=O)[O-]. The total charge is 0. For the molecular weight, the calculation gives 221.278 g/mol. The spin multiplicity is 1.

=====

Q.
The following is a quantum chemistry calculation of a cluster of 2 separate species, C8H15NO4S in total, from the OMol25 dataset.

The geometry in XYZ format:
```
29
Properties=species:S:1:pos:R:3:nbo_charge:R:1
C 3.3494 2.8187 0.0673 1.05
C -0.5731 1.2327 0.3701 -0.24
C -0.2435 2.5837 -0.2918 0.09
C -1.2421 2.9690 -1.4563 -0.64
C -0.6015 -1.7680 1.0604 -0.63
C 0.8621 -2.0443 -1.0607 -0.69
C 1.8231 -1.4351 1.1790 -0.61
C 0.5929 -1.3012 0.1644 0.22
N 0.4372 0.2957 -0.1238 -0.74
O 3.0387 2.4361 1.1221 -0.55
O 3.7476 3.2860 -0.8899 -0.51
O 2.6385 0.4713 -1.1840 -0.95
O 1.0536 2.4682 -0.9528 -0.72
S 1.2539 0.8366 -1.4394 1.67
H -0.4796 1.3696 1.5367 0.22
H -1.5429 1.0762 -0.0183 0.19
H -0.2608 3.4743 0.3356 0.21
H -1.5916 1.9892 -1.8412 0.19
H -0.7297 3.5819 -2.2459 0.24
H -2.1497 3.4721 -1.1551 0.21
H -0.9231 -0.9592 1.6514 0.22
H -1.3404 -2.1486 0.3033 0.21
H -0.2392 -2.5825 1.7182 0.22
H 0.1637 -1.7308 -1.9061 0.22
H 0.9808 -3.1068 -0.8474 0.24
H 1.7834 -1.7012 -1.5388 0.25
H 1.5308 -1.1742 2.1457 0.21
H 2.0340 -2.4949 1.1950 0.19
H 2.6759 -1.0191 0.7358 0.24
```

The total charge is 0. For the molecular weight, the calculation gives 221.278 g/mol. The spin multiplicity is 1.

=====

Stability, highest: Q

=====

P.
The following is a quantum chemistry calculation of a cluster of 2 separate species, C5H6N2O3 in total, from the OMol25 dataset.

The geometry in XYZ format:
```
16
Properties=species:S:1:pos:R:3:nbo_charge:R:1
C 1.9126 -0.9221 -0.0503 -0.16
C 2.4823 0.3421 0.0228 -0.25
C 0.5339 -1.0258 -0.1372 -0.24
C 1.6545 1.4546 -0.0146 0.05
C -0.1649 0.1664 -0.1297 0.34
N 0.3320 1.3642 -0.0669 -0.39
N -1.7250 0.0541 -0.1653 0.51
O -2.2109 1.2391 0.3100 -0.50
O -2.1021 -0.3221 -1.2709 -0.44
O -2.7367 -1.0064 0.9924 -0.77
H 2.5237 -1.8113 -0.0144 0.23
H 3.5502 0.4577 0.1204 0.23
H 0.0234 -1.9730 -0.1863 0.25
H 2.0472 2.4600 0.0283 0.20
H -3.1640 1.2826 0.1220 0.50
H -2.9562 -1.7603 0.4398 0.44
```

The total charge is 0. For the molecular weight, the calculation gives 142.114 g/mol. The spin multiplicity is 1.

=====

Q.
The following is a quantum chemistry calculation of a structure of composition C5H6N2O3, from the OMol25 dataset.

The geometry in XYZ format:
```
16
Properties=species:S:1:pos:R:3:nbo_charge:R:1
O -1.2944 -1.4027 -2.2992 -0.51
C -0.4557 -1.0522 -1.5197 0.80
C 0.8887 -1.6755 -1.2932 -0.55
C 1.9305 -0.6202 -0.9300 -0.25
N 1.4439 0.2790 0.0963 -0.44
C 0.2113 0.5296 0.1269 0.49
O -0.7430 0.0050 -0.7003 -0.48
C -0.3618 1.4239 1.2075 0.55
N 0.0240 1.1856 2.4506 -0.79
H 0.7673 -2.3832 -0.4562 0.24
H 1.1682 -2.2504 -2.1818 0.25
H 2.8502 -1.1007 -0.5769 0.22
H 2.2025 -0.0143 -1.8090 0.21
O -1.6382 1.5446 1.2817 -0.64
H 1.0309 1.1086 2.5598 0.40
H -1.3115 1.3585 2.6988 0.50
```

The total charge is 0. For the molecular weight, the calculation gives 142.114 g/mol. The spin multiplicity is 1.

=====

Stability, highest: Q

=====

P.
The following is a quantum chemistry calculation of a structure of composition CH3NO4S, from the OMol25 dataset.

The geometry in XYZ format:
```
10
Properties=species:S:1:pos:R:3:nbo_charge:R:1
C -0.6192 1.2933 0.0844 -0.84
N 0.2346 -1.7028 -0.8208 0.44
O -0.5713 -1.4032 -1.6458 -0.35
O 0.8841 -2.6673 -0.6190 -0.29
O 1.8857 0.4175 0.4625 -0.87
O 0.1226 -0.5059 1.9305 -0.87
S 0.5339 -0.0188 0.6481 2.00
H -0.0239 2.1804 -0.0940 0.26
H -1.1068 0.9635 -0.8252 0.27
H -1.3398 1.4432 0.8794 0.26
```

The total charge is 0. For the molecular weight, the calculation gives 125.105 g/mol. The spin multiplicity is 1.

=====

Q.
The following is a quantum chemistry calculation of an isolated molecule of CH3NO4S, from the OMol25 dataset.

The geometry in XYZ format:
```
10
Properties=species:S:1:pos:R:3:nbo_charge:R:1
C -0.2693 -0.5619 0.0467 -0.87
N -0.5202 -2.6839 -3.1425 0.57
O 0.1913 -2.1186 -1.7738 -0.90
O -1.6357 -2.9120 -3.0282 -0.11
O 2.1438 -1.0467 -0.6783 -0.91
O 0.9110 -2.9062 0.4024 -0.92
S 0.9359 -1.7027 -0.4152 2.41
H -0.1318 0.0699 0.8160 0.24
H -0.2404 -0.0590 -0.9315 0.25
H -1.1233 -1.1837 0.2239 0.25
```

Its SMILES is CS(=O)(=O)ON=O. The total charge is 0. For the molecular weight, the calculation gives 125.105 g/mol. The spin multiplicity is 1.

=====

Stability, highest: P